ORCA calculation (the ωB97M-V functional and the def2-TZVPD basis) on a structure of composition C33H37Cl2InN8O6S.

Geometry as XYZ:
```
88
Properties=species:S:1:pos:R:3:forces:R:3:mulliken_charge:R:1
In 0.573 -0.734 0.150 0.0 0.0 0.4 2.805
C 0.651 0.531 5.569 0.1 0.2 0.1 -0.896
N 0.693 -0.445 4.487 0.0 -0.2 -0.1 0.182
C 0.800 -1.852 4.876 0.1 -0.2 0.0 -1.003
C 0.758 -0.123 3.208 -0.1 0.1 0.2 0.681
O 0.909 -0.989 2.321 -0.1 0.1 -0.4 -0.841
C 0.643 1.350 2.834 -0.1 0.0 -0.1 -1.210
O 0.772 1.493 1.429 0.1 -0.3 -0.1 -0.092
C -0.135 2.394 0.791 0.2 0.2 -0.3 -0.831
C -1.436 1.649 0.506 -0.2 0.1 0.0 0.552
O -1.413 0.406 0.500 0.5 -0.2 -0.1 -0.776
N -2.534 2.353 0.244 -0.1 -0.2 0.0 0.181
C -3.759 1.656 -0.161 0.0 -0.1 0.0 -1.054
C -2.554 3.817 0.149 0.3 0.1 -0.1 -0.987
H 0.105 0.105 6.407 0.0 0.0 0.0 0.299
H 1.657 0.777 5.911 0.0 0.0 0.0 0.310
H 0.144 1.446 5.272 0.0 0.0 0.0 0.364
H 0.157 -2.035 5.734 0.0 0.1 0.0 0.352
H 0.490 -2.485 4.052 0.0 0.0 0.0 0.314
H 1.828 -2.104 5.141 0.0 0.1 0.0 0.338
H -0.324 1.723 3.181 0.0 0.0 0.0 0.683
H 1.444 1.914 3.320 -0.1 0.0 0.1 0.613
H -0.296 3.241 1.464 0.0 0.0 0.0 0.876
H -0.187 2.695 -1.215 0.0 0.0 0.0 0.315
H -3.586 0.586 -0.153 0.0 0.0 0.0 0.367
H -4.570 1.890 0.527 0.0 0.1 0.0 0.342
H -4.038 1.969 -1.167 0.0 0.0 0.0 0.368
H -2.396 4.451 -1.816 0.0 0.1 0.0 0.326
H -3.600 4.116 0.111 0.0 0.0 0.1 0.533
H -2.113 4.261 1.042 0.0 0.0 0.0 0.409
O 0.270 0.027 -1.841 -0.1 -0.3 0.4 -0.613
S 1.297 0.386 -2.929 -0.2 0.0 -0.8 0.284
C 1.677 -1.154 -3.764 0.1 0.0 0.2 0.829
C 0.918 -2.292 -3.549 -0.1 0.0 0.1 -0.029
C 1.272 -3.465 -4.199 0.0 0.0 0.0 -0.963
C 2.361 -3.482 -5.061 0.0 0.0 0.0 -0.597
C 3.105 -2.329 -5.277 0.0 0.0 0.0 -0.803
C 2.771 -1.157 -4.618 0.0 0.2 0.1 -0.606
C 0.275 1.127 -4.199 0.2 0.1 0.3 0.718
C 0.686 2.341 -4.730 0.1 0.0 0.1 -0.302
C -0.074 2.928 -5.731 0.0 0.0 -0.1 -0.831
C -1.229 2.303 -6.178 0.0 0.0 0.0 -0.475
C -1.637 1.093 -5.624 0.0 0.0 0.0 -0.784
C -0.883 0.495 -4.630 -0.1 -0.1 0.0 -0.471
H 0.064 -2.266 -2.884 0.0 0.0 0.0 0.459
H 0.692 -4.362 -4.033 0.0 0.0 0.0 0.496
H 2.629 -4.399 -5.568 0.0 0.0 0.0 0.444
H 3.946 -2.344 -5.956 0.0 0.0 0.0 0.472
H 3.349 -0.252 -4.769 0.0 0.0 0.0 0.469
H 1.591 2.815 -4.368 0.0 0.0 0.0 0.476
H 0.238 3.869 -6.162 0.0 0.0 0.0 0.462
H -1.815 2.756 -6.966 0.0 0.0 0.0 0.442
H -2.538 0.610 -5.977 0.0 0.0 0.0 0.456
H -1.192 -0.446 -4.194 0.0 0.0 0.0 0.352
Cl -0.842 -9.129 0.441 0.0 -0.1 0.0 -0.169
C -0.584 -7.439 0.293 0.1 0.3 0.0 0.375
C 0.656 -6.965 -0.122 0.1 -0.1 0.0 -0.837
C 0.870 -5.604 -0.217 -0.1 0.1 0.0 -0.286
C -0.153 -4.710 0.099 0.0 0.0 0.0 0.253
C -1.397 -5.194 0.499 0.1 0.1 0.0 -0.279
C -1.613 -6.555 0.599 -0.1 -0.1 0.0 -0.762
C 0.096 -3.256 0.045 -0.2 -0.7 -0.1 0.884
O 1.248 -2.820 -0.266 0.0 0.5 0.1 -0.875
O -0.827 -2.427 0.310 0.2 0.5 0.0 -0.980
H 1.444 -7.665 -0.362 0.0 0.0 0.0 0.435
H 1.833 -5.223 -0.527 0.0 0.0 0.0 0.480
H -2.187 -4.495 0.737 0.0 0.0 0.0 0.494
H -2.573 -6.936 0.917 0.0 0.0 0.0 0.440
Cl 5.657 -2.143 -2.127 0.0 -0.1 0.0 -0.173
C 4.892 -1.061 -1.040 -0.1 0.2 0.1 -0.306
C 5.615 -0.105 -0.343 0.0 -0.1 0.0 -0.228
C 4.929 0.741 0.513 -0.1 0.0 0.0 -1.352
C 3.557 0.616 0.635 0.2 0.1 0.0 -0.215
N 2.869 -0.313 -0.034 -0.5 -0.1 0.0 0.257
C 3.521 -1.146 -0.849 0.2 -0.1 -0.1 -0.574
H 6.687 -0.033 -0.463 0.0 0.0 0.0 0.513
H 5.456 1.492 1.083 0.0 0.0 0.0 0.481
H 2.993 1.270 1.281 0.0 0.0 -0.1 0.631
H 2.948 -1.924 -1.334 0.0 0.0 -0.1 0.757
N -1.570 6.595 -0.654 -0.1 0.1 0.1 -0.746
N -0.956 5.360 -0.839 -0.3 -0.1 -0.2 0.384
N 0.326 5.234 -0.528 0.3 0.2 0.0 -0.645
C 0.980 4.151 -0.405 -0.1 -0.2 0.1 -0.480
N 0.466 2.806 -0.453 -0.1 0.1 0.3 0.150
N -1.803 4.269 -1.019 0.1 -0.2 0.0 -0.016
H -1.370 6.983 0.261 0.1 -0.1 0.0 0.250
H -1.250 7.252 -1.356 0.0 0.0 0.0 0.261
H 2.026 4.246 -0.145 0.0 0.1 0.0 0.474
```
Positions in Å, forces in eV/Å.

Calculated values
- energy above the lowest of the compared OMol25 structures with the same formula, charge and spin (kJ/mol) = 84.6
- Kohn-Sham gap (eV) = 8.37
- LUMO (eV) = -4.6
- 2S+1 = 1
- net charge = +2
- HOMO (eV) = -12.97